# 1
106
Properties=species:S:1:pos:R:3:forces:R:3 method="wB97M-V/def2-TZVPD" e_tot_ev=-341973.8714 orbital_gap_ev=5.066 total_charge=-2 homo_energy_ev=-1.572 e_above_lowest_kcal_mol=17.76 e_lumo_ev=3.493
Y 0.049984 -1.043775 0.376369 -0.64 -0.52 0.94
O 6.071376 -3.817431 -2.159961 0.00 0.00 0.00
C 6.129690 -3.376776 -0.997707 0.02 -0.25 0.13
O 7.099983 -3.122710 -0.262068 0.00 0.14 -0.05
C 4.749141 -3.108855 -0.358162 -0.01 0.17 -0.09
C 4.574387 -2.070784 0.545678 0.01 -0.08 0.03
C 3.300942 -1.743250 0.977620 -0.08 0.05 0.22
N 2.204496 -2.410147 0.579233 0.30 0.14 -0.42
C 2.388260 -3.480407 -0.202124 -0.03 0.06 0.00
C 3.627628 -3.846118 -0.704116 -0.04 -0.10 0.00
C 1.166771 -4.241291 -0.568333 0.11 -0.01 -0.19
C 1.163747 -5.630845 -0.530158 0.00 0.01 -0.03
C 0.028000 -6.296319 -0.952601 -0.01 0.00 -0.01
C -1.053535 -5.556949 -1.402651 0.01 -0.02 0.01
C -0.972885 -4.176241 -1.362744 -0.03 0.03 0.03
N 0.114287 -3.522198 -0.958674 0.31 0.08 0.25
C 3.046799 -0.680536 1.991524 0.03 -0.02 0.04
C 4.069346 -0.090071 2.725136 -0.02 -0.04 0.00
C 3.738801 0.731011 3.790010 -0.01 0.01 0.01
C 2.406165 0.916507 4.112087 0.02 -0.01 0.01
C 1.449490 0.327802 3.303912 -0.05 0.00 -0.02
N 1.759450 -0.419123 2.247312 0.00 0.10 -0.28
H 5.455429 -1.540557 0.876718 0.00 0.02 -0.02
H 3.726139 -4.668296 -1.400777 0.01 0.02 -0.01
H 2.027975 -6.159898 -0.153918 0.01 0.00 -0.02
H -0.015597 -7.377768 -0.924477 0.00 0.00 0.01
H -1.964637 -6.032730 -1.737612 0.00 0.00 0.00
H -1.812771 -3.559637 -1.645143 -0.01 -0.01 0.02
H 5.102940 -0.300402 2.494937 0.00 -0.01 0.00
H 4.520017 1.195541 4.378537 0.00 -0.01 0.01
H 2.099197 1.507316 4.963401 0.00 0.00 0.00
H 0.393404 0.440164 3.508506 0.00 0.00 -0.01
C -2.319892 0.678690 4.485992 0.04 -0.01 -0.01
C -3.092315 1.193623 3.260749 0.06 0.04 0.01
C -4.350156 0.346366 3.019932 0.01 -0.04 -0.04
P -2.052121 1.091566 1.731954 -0.07 0.01 -0.17
C -3.030664 2.023576 0.435189 -0.03 0.01 -0.01
C -3.841547 3.201257 0.967248 0.00 0.01 0.00
C -3.866790 1.087026 -0.434448 0.01 0.01 -0.02
C -0.699931 2.299260 1.956899 0.08 0.02 0.06
C -0.493801 3.167687 3.023909 0.00 0.00 -0.02
C 0.690525 3.886632 3.164686 0.01 0.00 0.00
C 0.878803 4.839853 4.315915 0.01 0.00 0.00
C 1.692136 3.700007 2.216393 -0.01 0.01 0.02
C 1.503244 2.848316 1.138519 0.00 -0.04 0.00
C 0.303128 2.161043 0.981125 -0.09 0.05 -0.11
N 0.052424 1.304556 -0.123211 0.35 0.16 -0.42
C -0.111224 1.931189 -1.334055 -0.06 0.07 0.18
C -0.081044 3.342185 -1.484678 -0.05 -0.03 0.02
C -0.340560 3.964296 -2.688624 -0.01 -0.02 -0.02
C -0.644767 3.243514 -3.838790 0.00 0.01 0.02
C -0.923855 3.915114 -5.157203 0.00 0.01 0.00
C -0.656850 1.861973 -3.713930 0.00 -0.01 0.01
C -0.389785 1.193484 -2.521834 -0.01 -0.01 -0.15
P -0.331735 -0.622160 -2.408217 0.51 0.25 -0.23
C 1.501490 -0.913846 -2.711190 0.00 0.02 -0.19
C 1.970743 -0.555029 -4.120604 0.02 -0.05 0.00
C 2.344573 -0.115573 -1.717652 0.24 0.20 0.04
C -1.079552 -1.223966 -3.988543 -0.14 0.05 0.08
C -2.592509 -1.003221 -3.952897 0.00 -0.01 -0.02
C -0.739877 -2.683986 -4.308764 -0.02 0.01 0.01
H -3.011707 0.268058 5.224039 0.00 0.05 0.02
H -1.733017 1.465980 4.964941 0.03 -0.01 -0.03
H -1.648608 -0.139718 4.219356 -0.05 -0.05 0.01
H -3.387328 2.236567 3.424364 -0.03 -0.02 0.07
H -4.099239 -0.614140 2.563336 0.01 -0.01 0.04
H -5.062202 0.854858 2.366089 0.01 -0.01 -0.02
H -4.843762 0.119513 3.965855 -0.02 0.04 0.00
H -2.249777 2.440336 -0.203241 0.02 -0.02 0.01
H -4.708543 2.871424 1.543044 0.01 0.00 0.01
H -4.208846 3.808753 0.133877 -0.02 -0.01 0.00
H -3.233943 3.847043 1.606264 0.00 0.01 -0.01
H -4.643075 0.577279 0.138509 0.00 0.00 0.00
H -3.238494 0.311862 -0.877391 0.00 -0.01 0.01
H -4.344950 1.653429 -1.241223 -0.01 0.00 0.01
H -1.269705 3.281485 3.773994 0.00 -0.01 0.00
H 0.369624 4.481417 5.211803 0.00 0.00 0.00
H 0.473116 5.828023 4.082925 0.00 0.00 0.00
H 1.936328 4.966990 4.553444 0.00 0.00 0.00
H 2.638422 4.219539 2.329183 0.00 0.00 0.00
H 2.289834 2.705971 0.404610 -0.01 0.01 -0.01
H 0.122876 3.957147 -0.620359 -0.01 0.01 0.00
H -0.315388 5.049457 -2.728666 -0.02 0.00 0.00
H -1.192545 4.962849 -5.011937 0.00 0.00 0.00
H -1.749388 3.431222 -5.683723 0.00 0.00 0.00
H -0.055108 3.889888 -5.821773 0.00 0.00 0.00
H -0.900610 1.287665 -4.600914 0.02 -0.02 0.00
H 1.672545 -1.981077 -2.541822 -0.06 0.00 0.04
H 1.708889 0.479260 -4.358797 0.01 0.00 0.00
H 1.540659 -1.206740 -4.881329 -0.01 0.00 -0.01
H 3.057621 -0.651842 -4.182525 0.00 0.00 0.00
H 2.301143 0.943583 -1.980853 0.02 0.01 0.05
H 3.388859 -0.435150 -1.746736 -0.03 -0.08 -0.11
H 2.050487 -0.165005 -0.666264 0.10 0.05 -0.25
H -0.649975 -0.607736 -4.779551 0.01 0.01 0.00
H -3.046030 -1.604368 -3.161299 0.00 0.01 0.01
H -3.043275 -1.297524 -4.904707 0.00 -0.01 0.00
H -2.846448 0.040089 -3.760080 0.00 0.00 0.00
H -1.454627 -3.361788 -3.845198 0.01 0.00 0.03
H 0.254893 -2.979171 -3.975731 0.01 0.00 -0.02
H -0.789333 -2.842887 -5.388770 -0.03 -0.01 0.00
Se -4.813101 -2.801341 5.485042 0.03 0.05 -0.09
Sb -2.833150 -3.900352 4.617028 -0.03 -0.07 0.37
Se -0.863388 -2.284045 2.541644 -0.38 -0.52 0.21
Se -2.397590 -2.315237 0.746827 -0.28 0.12 0.09
Se -1.114653 -3.800222 6.323090 -0.04 -0.03 -0.05

---

# 2
106
Properties=species:S:1:pos:R:3:forces:R:3 method="wB97M-V/def2-TZVPD" e_tot_ev=-278233.3797 orbital_gap_ev=6.843 total_charge=+1 homo_energy_ev=-9.873 e_above_lowest_kcal_mol=0.00 e_lumo_ev=-3.031
Sc 0.853749 1.019401 1.343147 -0.42 0.39 0.03
C 3.513844 3.112892 0.488961 0.00 -0.02 -0.10
O 3.091035 1.788080 0.829923 -0.03 0.06 0.20
C 3.896196 0.753009 0.397845 0.03 -0.15 -0.05
C 4.979793 0.910737 -0.449177 -0.04 -0.04 0.07
C 5.710004 -0.213523 -0.818713 -0.01 0.00 0.01
C 5.361807 -1.472675 -0.354214 0.00 0.05 0.00
C 4.272003 -1.624735 0.487663 0.04 0.09 -0.03
C 3.535136 -0.512231 0.862179 -0.13 0.07 0.12
N 2.371233 -0.555263 1.684684 0.02 -0.54 -0.20
N 2.216567 -1.661749 2.294182 -0.09 0.32 0.16
C 1.177298 -1.857810 3.149101 0.23 0.05 -0.23
C 0.341765 -0.824300 3.628717 0.12 0.09 -0.04
O 0.465118 0.397826 3.207581 -0.11 -0.19 0.24
C -0.654072 -1.132574 4.601209 0.12 -0.05 0.00
C -0.832026 -2.412964 5.012136 0.02 0.09 -0.01
C -0.020452 -3.485937 4.536630 -0.02 -0.03 0.01
C -0.235142 -4.804897 4.983271 0.02 -0.02 -0.02
C 0.555943 -5.828650 4.534978 0.01 0.06 -0.02
C 1.591106 -5.551502 3.626996 -0.04 -0.11 0.05
C 1.814006 -4.277772 3.174278 0.00 0.04 -0.03
C 1.009072 -3.211866 3.617416 -0.07 -0.13 0.11
H 4.540426 3.270058 0.823535 -0.06 0.01 -0.01
H 3.439724 3.267166 -0.590591 0.02 0.01 0.04
H 2.849136 3.793176 1.009515 0.03 -0.01 -0.05
H 5.262381 1.883460 -0.822402 0.01 -0.01 -0.01
H 6.557834 -0.095878 -1.477916 0.03 0.01 -0.03
H 5.937535 -2.338646 -0.646464 0.03 -0.02 -0.03
H 3.982380 -2.596386 0.858982 -0.02 -0.01 0.01
H -1.266086 -0.319977 4.968496 -0.02 0.01 -0.01
H -1.610180 -2.643277 5.729060 -0.04 -0.01 0.02
H -1.034274 -4.991886 5.689768 -0.01 -0.01 0.00
H 0.392735 -6.839972 4.878269 -0.01 -0.03 0.01
H 2.222345 -6.358725 3.279962 0.02 -0.02 -0.01
H 2.613752 -4.084950 2.475186 0.01 0.03 -0.02
C -3.793462 2.183194 1.851465 -0.09 0.04 -0.12
Se -1.961636 2.342953 2.459515 0.06 -0.16 0.20
C -1.639687 4.212237 2.048815 0.05 0.11 -0.10
C -0.483789 4.723913 2.888895 0.02 0.18 0.11
Se 1.091243 3.557564 3.049324 0.04 -0.10 -0.05
C 0.831412 2.945414 4.869545 -0.04 -0.03 0.04
H -3.920353 2.628313 0.866873 0.03 0.02 -0.01
H -4.467794 2.651866 2.564989 0.04 -0.01 -0.03
H -4.005670 1.117531 1.789271 0.01 0.00 0.02
H -2.534872 4.789371 2.285176 0.01 -0.03 -0.01
H -1.422395 4.311152 0.983846 -0.05 -0.08 0.07
H -0.795998 4.899058 3.919781 0.03 -0.04 -0.07
H -0.109937 5.669032 2.491929 -0.04 -0.05 0.02
H 0.861678 3.800363 5.540277 -0.01 -0.01 -0.01
H 1.654703 2.270795 5.091945 -0.01 0.00 -0.01
H -0.109607 2.406210 4.938243 0.03 0.02 0.01
O 1.168731 0.552101 -0.710192 0.07 -0.05 -0.43
N 1.050161 1.444991 -1.621610 0.02 -0.14 0.20
N 0.625436 2.545982 -1.158761 0.28 -0.12 0.00
O 0.386031 2.686680 0.124643 -0.06 0.19 -0.02
C 0.510023 3.679722 -2.025884 -0.14 -0.04 0.06
C 0.416678 3.479086 -3.394677 -0.02 0.20 -0.06
C 0.312716 4.592579 -4.211792 0.00 -0.05 -0.02
C 0.294109 5.869959 -3.667723 0.00 0.01 0.02
C 0.381170 6.042210 -2.294750 0.00 -0.02 0.01
C 0.488567 4.941919 -1.456380 -0.02 -0.02 -0.13
H 0.425907 2.481679 -3.805460 0.00 -0.08 -0.01
H 0.240687 4.457692 -5.282007 0.00 0.01 -0.03
H 0.208058 6.730187 -4.315529 0.00 0.04 -0.02
H 0.366189 7.035441 -1.868925 0.00 0.03 0.00
H 0.553514 5.051915 -0.384572 0.01 -0.01 0.03
C -5.102782 0.025376 -3.509698 0.00 0.07 -0.07
C -4.606386 -0.782116 -2.318737 0.00 -0.09 0.00
C -4.043208 0.077131 -1.192075 0.03 0.11 0.02
C -2.711364 0.748803 -1.515002 0.10 0.01 0.06
N -1.680870 -0.220932 -1.883151 0.17 -0.07 0.07
C -1.025630 -1.033372 -1.028852 -0.08 -0.03 0.31
Se -1.176037 -0.993237 0.833147 0.04 0.19 -0.04
N -0.191827 -1.820698 -1.728025 -0.10 0.12 0.01
C 0.767169 -2.780500 -1.190899 0.08 0.20 0.15
C 0.428561 -4.211226 -1.576264 0.11 -0.12 -0.01
C -0.905566 -4.713156 -1.035274 -0.04 -0.01 -0.08
C -0.924632 -4.859810 0.478335 0.00 0.00 0.12
C -0.254116 -1.461797 -3.062452 0.01 0.15 -0.23
C 0.479189 -1.889363 -4.162343 -0.07 0.04 0.05
C 0.209043 -1.274067 -5.368772 -0.01 0.02 -0.08
C -0.753184 -0.263777 -5.477436 -0.01 0.01 -0.02
C -1.474191 0.172778 -4.381527 0.06 -0.06 0.08
C -1.202453 -0.445209 -3.166560 0.04 -0.09 -0.14
H -5.561471 -0.614794 -4.261588 -0.01 -0.04 -0.01
H -4.298894 0.571071 -4.007233 -0.01 -0.01 0.03
H -5.849732 0.757306 -3.198105 -0.03 0.00 0.02
H -3.854566 -1.509971 -2.641227 0.00 0.01 -0.01
H -5.432153 -1.374609 -1.919363 0.00 0.03 0.01
H -3.911777 -0.515696 -0.286967 0.02 -0.07 0.02
H -4.758394 0.867603 -0.948761 -0.01 0.03 0.03
H -2.331155 1.318066 -0.659312 -0.10 -0.07 -0.05
H -2.804315 1.432103 -2.358735 0.00 0.02 0.00
H 0.772879 -2.643694 -0.107674 -0.01 -0.03 -0.07
H 1.748610 -2.478494 -1.567631 -0.01 -0.08 0.03
H 1.232287 -4.844639 -1.189398 0.02 0.00 0.00
H 0.458319 -4.314241 -2.662955 -0.05 0.01 -0.02
H -1.114929 -5.681649 -1.494405 0.01 0.00 -0.01
H -1.710789 -4.048558 -1.364854 -0.01 0.03 0.02
H -0.103065 -5.492572 0.816494 0.05 -0.06 0.01
H -1.852223 -5.321103 0.814863 -0.05 0.01 0.01
H -0.832886 -3.900206 0.989607 0.00 0.00 -0.02
H 1.232276 -2.658213 -4.080898 0.03 -0.04 0.00
H 0.753475 -1.576760 -6.251855 0.02 -0.01 -0.02
H -0.935636 0.189420 -6.441633 0.00 0.01 -0.03
H -2.201103 0.966013 -4.473222 -0.01 0.02 0.00